Entry 1:
Below is 3 unconnected molecules or ions with the total composition C4H14N2O, with properties calculated with wB97M-V/def2-TZVPD.

Properties
HOMO: -7.663 eV
orbital gap: 8.50 eV
spin multiplicity: 1
E_LUMO: 0.03091 hartree
energy relative to the best compared isomer or geometry (same formula, charge and spin): 69.3 kcal per mole
E: -345.46577 Ha
total charge: 0

Each line ends with the Mulliken charge.
Positions of all 21 atoms, in Å:
N -0.558303 2.429229 -0.886636  -1.16
C -0.141171 2.371198 1.273988  -0.11
O 0.562441 1.457339 1.742405  -0.64
H -1.503625 2.618703 -0.602550  0.24
H -0.053232 3.304513 -0.967243  0.20
H 0.262998 3.378307 1.123265  0.27
H -1.228725 2.366586 1.444225  0.25
C -0.247026 -0.890905 -0.604420  -0.62
C 0.358353 -2.247122 -0.305645  -0.23
C -0.686452 -3.321588 -0.043675  -1.27
N 0.784756 0.163385 -0.759294  -0.30
H -0.773645 -0.946912 -1.559652  0.33
H -0.940225 -0.540837 0.156138  0.32
H 1.058905 -2.155467 0.529710  0.35
H 0.948469 -2.576775 -1.167551  0.25
H -1.444915 -3.044454 0.690039  0.34
H -1.178848 -3.631720 -0.964909  0.32
H -0.175798 -4.207689 0.340881  0.35
H 1.232123 0.302831 0.163962  0.34
H 1.451474 -0.068659 -1.487097  0.33
H 0.295491 1.203342 -0.860216  0.41

Force components x, y, z for each atom (eV/Å):
N 1.274 -0.796 0.676
C -0.044 0.187 0.612
O -0.103 -0.048 -0.858
H -0.272 0.079 -0.299
H -0.288 0.047 -0.220
H 0.143 -0.002 0.082
H 0.017 -0.097 -0.060
C 0.081 0.156 -0.777
C 0.049 0.064 0.086
C 0.245 -0.439 0.162
N 0.165 0.006 1.089
H -0.205 0.109 0.116
H 0.032 -0.075 0.122
H -0.141 -0.049 0.090
H 0.097 0.140 0.031
H 0.071 0.165 -0.050
H -0.135 0.141 -0.017
H -0.126 -0.017 0.005
H 0.137 -0.110 -0.324
H 0.075 0.125 0.101
H -1.073 0.413 -0.566



Entry 2:
Below is a single C5H8O2 molecule, with properties calculated with wB97M-V/def2-TZVPD.

Properties
HOMO: -9.143 eV
orbital gap: 10.23 eV
spin multiplicity: 1
structure (SMILES): C1CO[C@@H]2C[C@@H]2O1
E_LUMO: 0.04010 hartree
energy relative to the best compared isomer or geometry (same formula, charge and spin): 51.2 kcal per mole
E: -345.72329 Ha
total charge: 0

Each line ends with the Mulliken charge.
Positions of all 15 atoms, in Å:
C 1.537489 -0.176302 0.276072  -0.40
C 1.107058 0.717078 -0.863741  -0.39
O -0.087136 1.374425 -0.466418  -0.41
C -1.100543 0.422346 -0.335958  -0.10
C -1.552234 -0.121290 0.995171  -0.69
C -0.716757 -0.968950 0.070056  -0.06
O 0.608845 -1.242869 0.435448  -0.41
H 2.518436 -0.631957 0.109121  0.34
H 1.587533 0.434132 1.189794  0.25
H 1.847218 1.481841 -1.106322  0.35
H 0.920980 0.098419 -1.755018  0.30
H -1.875995 0.530418 -1.093908  0.35
H -1.035865 0.184564 1.900714  0.23
H -2.618631 -0.294088 1.119899  0.27
H -1.140399 -1.807771 -0.474916  0.36

Force components x, y, z for each atom (eV/Å):
C 0.158 0.170 -0.040
C 0.202 -0.081 -0.020
O -0.075 0.035 0.038
C -0.190 -0.060 -0.140
C -0.023 0.074 0.149
C -0.176 -0.136 -0.092
O -0.036 -0.106 0.026
H -0.156 0.023 -0.040
H 0.004 -0.116 -0.078
H -0.062 -0.054 0.141
H 0.080 0.178 0.036
H 0.107 -0.057 0.089
H -0.021 0.143 -0.207
H 0.237 -0.119 -0.059
H -0.048 0.107 0.196



Entry 3:
Below is a molecular structure, C26H25N3NiO5PS, with properties calculated with wB97M-V/def2-TZVPD.

Properties
HOMO (alpha / beta): -11.007 / -10.963 eV
orbital gap (alpha / beta): 8.29 / 8.26 eV
⟨S²⟩: 2.006
spin multiplicity: 3
E_LUMO (alpha / beta): -0.09995 / -0.09940 hartree
E: -3793.86262 Ha
total charge: +1

Each line ends with the Mulliken charge.
Positions of all 62 atoms, in Å:
Ni 0.479170 1.007942 0.729724  -0.27
O 0.744967 1.143687 2.743879  -0.50
C 0.278722 0.377991 3.604916  -0.32
C -0.732993 -0.600505 3.418537  0.79
C -1.191292 -1.274127 4.565327  -0.40
C -2.208871 -2.166393 4.463960  -0.54
C -2.830092 -2.422158 3.226037  -0.57
C -2.396276 -1.792012 2.098449  -0.78
C -1.309343 -0.871358 2.135273  0.03
O -0.899764 -0.342376 1.044895  0.36
N -2.689838 -2.853116 5.667839  0.99
O -2.115307 -2.628500 6.714821  -0.62
O -3.714562 -3.498460 5.567327  -0.60
H 0.684689 0.463602 4.621799  0.40
H -0.748403 -1.077217 5.534809  0.50
H -3.650982 -3.126002 3.195600  0.51
H -2.858571 -1.979777 1.138060  0.45
N -1.436910 1.301643 -1.515319  0.05
P 0.150443 0.670218 -1.611679  0.92
C 0.630446 1.149674 -3.291600  0.62
C 0.114793 0.470816 -4.396858  -0.33
C 0.423043 0.907155 -5.676730  -0.67
C 1.253480 2.008418 -5.858317  -0.48
C 1.776211 2.677192 -4.760434  -0.65
C 1.465124 2.248566 -3.477950  -0.48
C -0.023207 -1.128848 -1.731266  0.33
C 1.166874 -1.852442 -1.788006  -0.36
C 1.132514 -3.236958 -1.876356  -0.77
C -0.089297 -3.898479 -1.907563  -0.50
C -1.273925 -3.176752 -1.853670  -0.73
C -1.242141 -1.793468 -1.761373  -0.06
C -1.766639 2.263844 -0.576689  0.44
C -2.906766 3.054902 -0.727503  -0.90
C -3.160754 4.037302 0.199822  -0.31
C -2.280184 4.236219 1.264587  -0.86
C -1.189909 3.412561 1.352611  -0.38
N -0.935522 2.436700 0.459935  0.52
H -2.032803 1.268653 -2.328678  0.39
H -0.514139 -0.402572 -4.264356  0.36
H 0.027275 0.377864 -6.534480  0.42
H 1.496121 2.341659 -6.859269  0.40
H 2.429509 3.528832 -4.902244  0.41
H 1.872706 2.773079 -2.620256  0.39
H 2.118833 -1.329085 -1.765293  0.39
H 2.054896 -3.803205 -1.925434  0.44
H -0.118108 -4.978113 -1.973491  0.42
H -2.224300 -3.694494 -1.886234  0.46
H -2.164871 -1.229172 -1.693039  0.40
H -3.563695 2.894931 -1.573694  0.42
H -4.040110 4.660001 0.094011  0.42
H -2.444824 5.007894 2.002883  0.43
H -0.480903 3.503536 2.165345  0.50
C 4.997209 0.465973 1.004577  -1.07
S 3.428171 0.112372 1.755031  0.47
C 3.546693 -1.661345 1.782139  -0.93
O 2.424753 0.399209 0.630146  -0.69
H 5.791341 0.015917 1.601846  0.42
H 5.111738 1.547649 0.981935  0.36
H 4.974897 0.057771 -0.006181  0.31
H 4.191821 -1.960066 2.610391  0.46
H 3.935124 -2.014575 0.826056  0.31
H 2.533742 -2.032189 1.941407  0.26

Force components x, y, z for each atom (eV/Å):
Ni 0.360 0.024 0.421
O 0.120 0.175 -0.013
C -0.039 0.048 -0.122
C 0.047 0.056 -0.050
C 0.122 0.001 0.156
C 0.014 -0.309 -0.033
C -0.034 -0.053 0.012
C -0.017 -0.062 -0.045
C 0.081 0.102 -0.069
O -0.073 -0.133 -0.088
N -0.665 0.799 0.212
O 0.268 -0.242 -0.098
O 0.241 -0.295 -0.134
H -0.040 0.081 0.031
H -0.005 -0.011 -0.043
H 0.015 0.022 -0.006
H 0.025 -0.010 0.025
N 0.039 0.000 0.094
P -0.480 -0.323 -0.099
C 0.193 0.027 0.118
C 0.055 0.041 -0.070
C 0.038 0.008 0.016
C -0.040 -0.038 0.035
C 0.008 -0.001 -0.027
C 0.001 0.052 0.022
C 0.014 0.047 -0.156
C -0.022 -0.060 -0.014
C -0.014 0.021 0.007
C 0.016 0.026 0.005
C 0.010 -0.050 -0.005
C -0.030 0.085 0.025
C 0.213 0.074 -0.024
C -0.125 0.028 -0.045
C -0.041 0.037 0.009
C -0.101 0.059 -0.045
C 0.035 -0.155 0.018
N -0.149 0.057 0.011
H -0.051 0.040 -0.018
H 0.034 0.016 0.023
H 0.003 0.031 0.025
H -0.002 -0.014 0.021
H -0.026 -0.023 0.002
H -0.014 -0.030 -0.017
H -0.036 -0.043 0.003
H -0.029 0.036 0.002
H 0.006 0.006 -0.013
H 0.017 0.014 0.019
H 0.017 -0.037 0.005
H 0.021 0.006 0.054
H 0.025 -0.013 0.004
H 0.001 -0.035 -0.031
H 0.020 -0.048 -0.008
C 0.070 0.087 -0.114
S -0.395 0.106 -0.016
C -0.032 -0.161 -0.033
O 0.270 -0.031 0.058
H -0.047 0.040 -0.019
H 0.052 -0.021 -0.035
H 0.086 0.013 0.034
H -0.035 0.003 -0.072
H -0.056 -0.031 0.061
H 0.061 -0.037 0.029



Entry 4:
Below is 2 unconnected molecules or ions with the total composition C6H14NO2, with properties calculated with wB97M-V/def2-TZVPD.

Properties
HOMO: -3.406 eV
orbital gap: 7.04 eV
spin multiplicity: 1
E_LUMO: 0.13357 hartree
energy relative to the best compared isomer or geometry (same formula, charge and spin): 100.8 kcal per mole
E: -442.13295 Ha
total charge: -1

Each line ends with the Mulliken charge.
Positions of all 23 atoms, in Å:
C 1.184054 2.307010 -0.333886  -1.33
C 1.031945 -2.262455 -0.089280  -1.45
C -0.544707 0.142099 -1.535977  -0.95
C 1.117532 0.869471 0.277664  -0.28
C -0.094460 -1.394789 0.409022  0.30
C 0.003610 -0.050960 -0.305846  0.13
N -2.286067 0.923804 0.875940  -0.70
O -2.358308 -0.257795 1.697315  -0.52
O -1.248606 -2.107562 0.522791  -0.88
H 2.074273 2.435212 -0.940994  0.33
H 0.315269 2.724104 -0.856520  0.36
H 1.464718 2.863824 0.516427  0.37
H 0.819708 -2.319906 -1.162017  0.35
H 0.957621 -3.248819 0.349514  0.37
H 2.083011 -1.871177 0.001730  0.28
H -0.323516 1.033088 -2.152661  0.23
H -1.207324 -0.552716 -2.012693  0.37
H -1.820319 -1.016273 1.246308  0.47
H 2.064811 0.267924 0.106497  0.24
H 0.934754 0.996106 1.337426  0.36
H 0.246111 -1.084444 1.382587  0.25
H -2.996683 0.841030 0.206005  0.28
H -1.417419 0.763232 0.460649  0.46

Force components x, y, z for each atom (eV/Å):
C 0.939 -1.182 -0.026
C 1.095 0.021 -1.562
C 1.306 0.873 0.806
C -0.981 -0.564 -1.791
C 0.370 -0.125 1.422
C 1.024 -0.214 -2.898
N -0.191 0.023 3.101
O -0.679 0.801 1.120
O 0.213 0.594 -0.985
H -0.039 -0.215 -0.698
H 0.088 -0.408 0.417
H -0.232 1.430 0.937
H 0.309 -0.554 -0.145
H 0.012 -0.139 0.194
H -0.900 -0.192 0.152
H -0.112 -0.357 0.542
H -0.315 -0.488 0.238
H -1.011 -0.436 -0.364
H -0.891 1.001 0.413
H 0.075 -0.342 0.278
H 0.202 0.166 1.505
H -0.978 -0.377 -1.451
H 0.697 0.683 -1.204



F_max list, top to bottom, in eV Å⁻¹: 1.65 0.27 1.06 3.11
M list, top to bottom, in g mol⁻¹: 106.17 100.12 581.24 132.18